No. 1
DFT (the ωB97M-V functional and the def2-TZVPD basis) results for a structure of composition C2H8F3N3OP2 in a non-equilibrium geometry.

Its energy relative to the best compared isomer or geometry (same formula, charge and spin) is 0.0 kcal/mol. The orbital gap is 10.7472 eV. The electronic energy comes out at -35456.04993 eV. The HOMO energy comes out at -10.2 eV.

Structure (XYZ):
```
19
Properties=species:S:1:pos:R:3:forces:R:3:nbo_charge:R:1
C 1.149 2.005 -0.600 2.511 3.416 3.399 -0.63
C 0.874 1.967 0.973 -0.245 -4.145 -3.143 -0.03
N -0.501 -3.404 -0.741 -0.116 0.891 0.146 -1.30
N 0.436 -0.939 0.255 -2.661 -1.406 -1.345 -1.41
N -1.950 -0.603 1.688 -1.878 2.077 0.561 -1.18
O -0.462 1.320 1.247 1.163 0.232 0.195 -0.84
F 1.871 -2.320 -1.339 -1.488 -0.187 0.574 -0.57
F 0.099 -1.171 -2.328 -0.379 -1.588 1.614 -0.58
F -1.616 0.406 -0.655 -0.491 -0.233 -0.260 -0.56
P 0.303 -2.129 -0.980 2.783 3.902 0.096 2.36
P -0.858 -0.063 0.627 3.025 0.248 -0.689 2.45
H 0.349 1.702 -1.115 -2.981 -1.419 -1.936 0.22
H 1.302 3.089 -0.906 0.126 -1.299 0.338 0.21
H 2.019 1.412 -0.810 0.257 -0.177 -0.294 0.23
H 0.801 2.844 1.450 -0.364 3.302 1.364 0.19
H 1.664 1.372 1.439 -0.393 -0.113 0.094 0.20
H -0.430 -4.047 -1.505 -0.160 -0.616 -0.384 0.39
H -2.267 -1.505 1.459 -0.528 -1.494 -0.092 0.42
H -2.783 0.063 1.840 1.820 -1.389 -0.237 0.43
```
Positions in Å, forces in eV/Å.

=====

No. 2
DFT (the ωB97M-V functional and the def2-TZVPD basis) results for a cluster of 2 separate species, C7H15IN2P in total in a non-equilibrium geometry.

Its energy relative to the best compared isomer or geometry (same formula, charge and spin) is 23.3 kcal/mol. The orbital gap (spin up / spin down) is 6.7476 / 6.5301 eV. The electronic energy comes out at -27863.14881 eV. The HOMO energy (spin up / spin down) comes out at -13.2 / -12.7 eV. Its net charge is +1.

Structure (XYZ):
```
26
Properties=species:S:1:pos:R:3:forces:R:3:nbo_charge:R:1
C 0.490 -2.008 -0.870 -1.929 -0.883 0.108 -0.42
C 0.243 -2.386 0.603 5.066 4.348 0.547 -0.35
C 1.552 -0.936 -1.015 -2.176 1.446 -1.325 -0.43
C -0.405 -1.190 1.308 1.038 -0.662 -1.446 -0.45
C 0.959 0.405 -0.507 0.430 -1.220 3.281 -0.03
C 0.421 0.078 1.017 3.358 0.347 1.126 -0.06
C -1.396 3.447 -0.296 1.984 -0.702 -1.249 -0.94
N -0.215 0.966 -1.119 -0.171 0.064 1.071 -0.90
N -0.282 1.289 1.285 -2.635 2.078 -0.188 -0.86
P -1.311 1.615 -0.036 1.432 0.439 -0.522 1.51
I -4.910 -0.330 -0.005 0.160 0.068 0.013 0.01
H 0.792 -2.953 -1.241 0.668 -0.699 -1.179 0.24
H -0.535 -1.817 -1.381 1.710 0.137 0.663 0.20
H -0.306 -3.196 0.741 -2.443 -3.757 0.320 0.22
H 1.328 -2.593 1.048 -2.214 0.251 -0.643 0.19
H 2.361 -1.164 -0.410 1.519 -0.408 1.622 0.23
H 2.038 -0.860 -1.983 -0.503 0.086 -0.557 0.23
H -1.333 -1.154 0.788 -1.144 0.719 -0.596 0.21
H -0.727 -1.434 2.307 0.615 0.537 0.821 0.24
H 1.683 1.253 -0.431 -0.112 -0.858 0.184 0.22
H 1.407 0.174 1.662 -1.898 -0.705 -1.060 0.25
H -2.126 3.805 -0.965 -1.032 -0.240 -1.171 0.27
H -0.415 3.854 -0.621 -0.384 -0.714 0.048 0.28
H -1.604 3.963 0.566 -0.606 0.768 2.663 0.27
H -0.203 0.686 -2.050 -1.305 0.095 -2.037 0.44
H -0.727 1.493 2.195 0.574 -0.536 -0.494 0.43
```
Positions in Å, forces in eV/Å.

=====

No. 3
DFT (the ωB97M-V functional and the def2-TZVPD basis) results for the molecule C3H5NO2.

Its SMILES is [H]/N=C/OCC=O. Its energy relative to the best compared isomer or geometry (same formula, charge and spin) is 39.5 kcal/mol. The orbital gap is 10.6878 eV. The electronic energy comes out at -8775.98004 eV. The HOMO energy comes out at -9.8 eV.

Structure (XYZ):
```
11
Properties=species:S:1:pos:R:3:forces:R:3:nbo_charge:R:1
N 1.415 0.874 0.230 -0.041 -0.353 -0.141 -0.70
C 1.333 0.013 -0.688 0.161 0.175 0.137 0.41
O 0.168 -0.563 -1.051 0.105 -0.090 0.036 -0.50
C -0.763 -0.760 0.004 -0.133 -0.096 0.217 -0.19
C -1.442 0.490 0.529 -0.158 -0.059 0.303 0.43
O -2.035 0.479 1.579 0.245 0.081 -0.515 -0.52
H 2.372 1.188 0.376 -0.146 -0.116 -0.084 0.36
H 2.140 -0.413 -1.285 0.085 0.308 -0.102 0.16
H -0.266 -1.263 0.840 -0.136 0.060 -0.015 0.21
H -1.528 -1.425 -0.407 0.035 0.105 0.080 0.22
H -1.396 1.379 -0.127 -0.017 -0.015 0.085 0.12
```
Positions in Å, forces in eV/Å.

=====

No. 4
DFT (the ωB97M-V functional and the def2-TZVPD basis) results for the molecule C7H9Cl in a non-equilibrium geometry.

Its SMILES is C#C[C@@]1(Cl)CC1(C)C. Its energy relative to the best compared isomer or geometry (same formula, charge and spin) is 89.2 kcal/mol. The orbital gap is 9.3847 eV. The electronic energy comes out at -19922.78798 eV. The HOMO energy comes out at -8.5 eV.

Structure (XYZ):
```
17
Properties=species:S:1:pos:R:3:forces:R:3:nbo_charge:R:1
C 1.629 2.502 0.009 0.848 -1.541 -0.729 -0.26
C 1.514 1.297 -0.080 -0.226 -0.990 0.887 -0.01
C -0.027 -0.288 1.467 1.955 -1.243 -0.952 -0.37
C 1.161 -0.135 0.054 -2.059 2.224 2.798 -0.14
C -0.354 -0.397 -0.002 1.214 2.197 -0.833 -0.05
C -0.761 -1.771 -0.388 0.008 1.181 -0.726 -0.62
C -1.132 0.731 -0.772 0.685 -1.805 0.545 -0.59
Cl 2.447 -1.286 -0.094 -0.303 -0.028 -0.139 0.04
H 2.147 3.380 -0.246 -0.201 0.959 0.165 0.24
H 0.039 -1.314 1.951 0.214 1.345 -0.688 0.21
H -0.130 0.498 2.241 0.075 -0.022 -1.329 0.24
H -1.244 -1.741 -1.344 -0.686 -0.470 -0.166 0.22
H -1.271 -1.947 0.485 -2.833 -1.489 1.172 0.22
H -0.028 -2.511 -0.349 1.750 -0.883 -0.339 0.22
H -2.172 0.689 -0.574 -1.146 -0.316 0.351 0.21
H -1.006 0.592 -1.834 0.195 -0.144 -0.428 0.21
H -0.811 1.702 -0.526 0.511 1.024 0.411 0.23
```
Positions in Å, forces in eV/Å.

=====

No. 5
DFT (the ωB97M-V functional and the def2-TZVPD basis) results for a cluster of 3 separate species, C4H11NO2 in total in a non-equilibrium geometry.

Its SMILES is C=NC(=C)C.O.O. Its energy relative to the best compared isomer or geometry (same formula, charge and spin) is 78.5 kcal/mol. The orbital gap is 8.6944 eV. The electronic energy comes out at -9908.83669 eV. The HOMO energy comes out at -8.3 eV.

Structure (XYZ):
```
18
Properties=species:S:1:pos:R:3:forces:R:3:nbo_charge:R:1
C 1.476 1.404 0.247 0.549 2.487 -0.436 -0.67
C 0.143 1.554 0.909 -1.192 0.565 -0.225 0.18
C -0.805 2.448 0.454 0.244 -3.055 4.733 -0.48
C -0.530 -0.481 1.917 0.636 -0.580 0.488 -0.03
N -0.055 0.700 2.049 -1.314 -0.343 -0.318 -0.42
H 1.364 0.678 -0.511 -0.125 -0.439 -1.543 0.22
H 2.332 1.011 0.773 -0.142 0.093 1.103 0.23
H 1.775 2.463 -0.116 -0.340 -1.998 0.012 0.22
H -1.673 2.648 1.125 0.516 -0.596 -0.736 0.20
H -0.751 3.072 -0.341 0.840 1.621 -2.357 0.20
H -0.775 -1.153 2.811 0.574 1.372 -0.837 0.17
H -0.608 -1.076 0.981 -0.284 0.933 0.215 0.18
H -0.100 -2.066 -1.033 0.370 0.419 -0.772 0.49
H 0.671 -3.349 -0.461 3.054 -1.905 -0.793 0.47
O -0.014 -2.768 -0.405 -3.422 1.289 1.954 -0.98
H -0.179 -2.060 -2.791 2.330 -2.418 -0.853 0.46
H -1.572 -1.690 -3.009 1.830 1.328 1.232 0.48
O -0.699 -1.336 -2.600 -4.123 1.228 -0.866 -0.92
```
Positions in Å, forces in eV/Å.

=====

No. 6
DFT (the ωB97M-V functional and the def2-TZVPD basis) results for the molecule C7H13N in a non-equilibrium geometry.

Its energy relative to the best compared isomer or geometry (same formula, charge and spin) is 106.6 kcal/mol. The orbital gap (spin up / spin down) is 7.2011 / 9.0845 eV. The electronic energy comes out at -8955.31134 eV. The HOMO energy (spin up / spin down) comes out at -7.6 / -8.9 eV.

Structure (XYZ):
```
21
Properties=species:S:1:pos:R:3:forces:R:3:nbo_charge:R:1
C 0.690 -0.400 -1.627 -0.082 0.404 0.122 -0.63
C -1.618 1.127 1.141 0.045 -0.067 0.012 -0.64
C 0.299 0.133 -0.235 0.124 -2.147 0.590 0.13
C -1.197 0.352 -0.082 -0.067 0.094 -0.109 -0.01
C -2.105 -0.133 -0.932 0.190 0.078 0.139 -0.39
N 1.100 1.167 0.289 -0.209 0.652 0.371 -0.61
H 0.801 2.057 -0.120 0.239 0.097 -0.318 0.31
H 0.359 0.317 -2.381 0.017 -0.033 -0.075 0.21
H 1.771 -0.480 -1.695 0.030 -0.038 0.013 0.22
H 0.242 -1.371 -1.848 -0.007 0.063 0.083 0.21
H -2.703 1.159 1.232 0.019 0.007 -0.028 0.21
H -1.205 0.682 2.049 -0.001 0.011 -0.025 0.22
H -1.241 2.151 1.104 -0.016 -0.014 -0.004 0.22
H -3.166 -0.001 -0.751 0.024 0.038 0.046 0.20
H -1.842 -0.676 -1.828 0.060 -0.011 -0.014 0.20
C 0.896 -1.122 0.824 -1.360 0.999 -0.984 -0.51
C 2.255 -0.688 0.879 0.917 0.071 0.066 -0.16
H 2.991 -1.106 0.203 -0.021 0.081 0.004 0.18
H 2.631 -0.088 1.693 0.000 -0.109 -0.046 0.20
H 0.337 -1.004 1.747 0.050 -0.119 0.088 0.22
H 0.705 -2.075 0.339 0.046 -0.056 0.072 0.22
```
Positions in Å, forces in eV/Å.

=====

What did the first record say?
DFT (the ωB97M-V functional and the def2-TZVPD basis) results for a structure of composition C2H8F3N3OP2 in a non-equilibrium geometry.

Its energy relative to the best compared isomer or geometry (same formula, charge and spin) is 0.0 kcal/mol. The orbital gap is 10.7472 eV. The electronic energy comes out at -35456.04993 eV. The HOMO energy comes out at -10.2 eV.

Structure (XYZ):
```
19
Properties=species:S:1:pos:R:3:forces:R:3:nbo_charge:R:1
C 1.149 2.005 -0.600 2.511 3.416 3.399 -0.63
C 0.874 1.967 0.973 -0.245 -4.145 -3.143 -0.03
N -0.501 -3.404 -0.741 -0.116 0.891 0.146 -1.30
N 0.436 -0.939 0.255 -2.661 -1.406 -1.345 -1.41
N -1.950 -0.603 1.688 -1.878 2.077 0.561 -1.18
O -0.462 1.320 1.247 1.163 0.232 0.195 -0.84
F 1.871 -2.320 -1.339 -1.488 -0.187 0.574 -0.57
F 0.099 -1.171 -2.328 -0.379 -1.588 1.614 -0.58
F -1.616 0.406 -0.655 -0.491 -0.233 -0.260 -0.56
P 0.303 -2.129 -0.980 2.783 3.902 0.096 2.36
P -0.858 -0.063 0.627 3.025 0.248 -0.689 2.45
H 0.349 1.702 -1.115 -2.981 -1.419 -1.936 0.22
H 1.302 3.089 -0.906 0.126 -1.299 0.338 0.21
H 2.019 1.412 -0.810 0.257 -0.177 -0.294 0.23
H 0.801 2.844 1.450 -0.364 3.302 1.364 0.19
H 1.664 1.372 1.439 -0.393 -0.113 0.094 0.20
H -0.430 -4.047 -1.505 -0.160 -0.616 -0.384 0.39
H -2.267 -1.505 1.459 -0.528 -1.494 -0.092 0.42
H -2.783 0.063 1.840 1.820 -1.389 -0.237 0.43
```
Positions in Å, forces in eV/Å.